[1]
{"formula": "C18H23ClN2O2", "method": "ωB97M-V/def2-TZVPD", "homo_lumo_gap_ev": 9.8, "e_tot_ev": -38638.71958, "max_force_ev_per_a": 0.6, "smiles": "O=C(NCc1ccccc1Cl)[C@H]1CCC(=O)N(C2CCCC2)C1", "de_lowest_kj_mol": 27.6, "lumo_ev": 0.76, "species": ["O", "C", "N", "C", "C", "C", "C", "C", "C", "C", "Cl", "C", "C", "C", "C", "O", "N", "C", "C", "C", "C", "C", "C", "H", "H", "H", "H", "H", "H", "H", "H", "H", "H", "H", "H", "H", "H", "H", "H", "H", "H", "H", "H", "H", "H", "H"], "positions_angstrom": [[-0.5085, -1.3241, -2.8261], [-0.7718, -1.5931, -1.6703], [0.1439, -2.0496, -0.7949], [1.5298, -2.2526, -1.1648], [2.4319, -1.2008, -0.5748], [3.0594, -0.2636, -1.3840], [3.8773, 0.7133, -0.8433], [4.0740, 0.7686, 0.5260], [3.4563, -0.1541, 1.3522], [2.6436, -1.1310, 0.8004], [1.8877, -2.2787, 1.8568], [-2.1958, -1.4404, -1.1287], [-2.6049, -2.5194, -0.1152], [-2.6750, -1.9693, 1.3153], [-1.6192, -0.9245, 1.6252], [-0.9396, -0.9511, 2.6340], [-1.5301, 0.0496, 0.6897], [-0.6865, 1.2058, 0.9217], [0.2790, 1.5314, -0.2379], [-0.1200, 2.9203, -0.7410], [-0.6916, 3.5979, 0.5008], [-1.5129, 2.4882, 1.1497], [-2.3449, -0.0460, -0.4963], [-0.0706, -2.1275, 0.1874], [1.5717, -2.2172, -2.2554], [1.8416, -3.2430, -0.8160], [2.8959, -0.3026, -2.4504], [4.3569, 1.4324, -1.4896], [4.7070, 1.5301, 0.9557], [3.6010, -0.1197, 2.4208], [-2.8434, -1.4770, -2.0095], [-1.9037, -3.3543, -0.1570], [-3.5859, -2.9174, -0.3810], [-2.5835, -2.7743, 2.0451], [-3.6433, -1.4866, 1.4753], [-0.1200, 0.9579, 1.8235], [1.3001, 1.5559, 0.1409], [0.2421, 0.7831, -1.0268], [-0.8913, 2.8453, -1.5098], [0.7259, 3.4601, -1.1631], [0.1198, 3.8992, 1.1645], [-1.2914, 4.4758, 0.2654], [-2.4750, 2.3990, 0.6425], [-1.7020, 2.6644, 2.2070], [-3.4041, 0.1210, -0.2568], [-2.0303, 0.7183, -1.2070]], "forces_ev_per_a": [[0.10, 0.18, -0.39], [-0.57, -0.05, 0.16], [0.30, -0.22, 0.26], [0.10, -0.06, -0.09], [-0.05, -0.12, 0.04], [0.05, -0.03, 0.09], [0.03, 0.04, -0.04], [-0.01, 0.01, -0.03], [-0.06, -0.04, 0.08], [0.18, 0.22, -0.18], [0.04, -0.12, 0.09], [0.00, 0.15, -0.21], [-0.12, 0.01, 0.02], [0.08, -0.19, 0.15], [-0.36, -0.15, 0.07], [0.12, -0.10, 0.37], [0.09, -0.01, 0.08], [0.16, 0.14, 0.25], [-0.06, 0.05, -0.10], [0.16, 0.03, 0.08], [-0.15, -0.01, -0.10], [0.17, 0.05, 0.09], [-0.24, -0.17, -0.24], [-0.08, -0.05, -0.13], [0.05, -0.06, 0.17], [-0.01, 0.09, -0.12], [-0.05, -0.02, -0.13], [0.04, 0.07, -0.06], [0.06, 0.06, 0.05], [-0.01, -0.03, 0.10], [0.16, 0.00, 0.06], [-0.08, 0.00, -0.01], [0.07, -0.02, -0.01], [-0.01, 0.15, 0.02], [-0.01, -0.01, 0.00], [-0.10, 0.07, -0.18], [0.05, -0.06, -0.01], [0.07, -0.07, -0.02], [-0.04, 0.01, -0.06], [-0.01, 0.04, -0.11], [0.05, 0.07, 0.05], [0.03, 0.09, 0.05], [-0.08, 0.00, -0.03], [-0.11, -0.04, 0.04], [0.07, 0.08, -0.13], [-0.05, 0.01, 0.02]], "mulliken_charge": [-0.7161, 0.1485, 0.2108, -1.5393, 0.1914, -0.2466, -0.7677, -0.4048, -0.6876, 1.0000, -0.2025, 0.5750, -0.9673, -0.9053, 0.6200, -0.6661, 0.3552, -0.0364, 0.0581, -0.9251, -0.7104, -0.8451, -1.3871, -0.0078, 0.5795, 0.3180, 0.3995, 0.3877, 0.4017, 0.4322, 0.6322, 0.3835, 0.3065, 0.3179, 0.3973, 0.5858, -0.2772, 0.0976, 0.3207, 0.3998, 0.2681, 0.4393, 0.3149, 0.3290, 0.4613, 0.3607]}

=====

[2]
{"formula": "C20H26ClCoN3O8P2", "method": "ωB97M-V/def2-TZVPD", "homo_lumo_gap_ev": 6.7, "e_tot_ev": -110739.88808, "max_force_ev_per_a": 1.9, "total_charge": 1, "de_lowest_kj_mol": 41.0, "lumo_ev": -4.13, "species": ["Co", "C", "C", "O", "P", "O", "O", "O", "P", "O", "O", "O", "H", "H", "H", "H", "H", "H", "H", "C", "N", "C", "C", "C", "C", "C", "N", "C", "C", "C", "C", "C", "C", "H", "H", "H", "H", "H", "H", "H", "H", "H", "H", "H", "Cl", "C", "C", "C", "C", "N", "C", "H", "H", "H", "H", "C", "O", "H", "H", "H", "H"], "positions_angstrom": [[-0.4928, 0.3977, 0.4077], [3.0960, -1.1395, 3.8815], [2.1923, -0.2771, 3.0182], [2.3037, 1.1245, 3.2855], [0.4320, -0.5155, 3.4086], [0.2424, -0.0036, 4.8939], [0.1919, -2.0723, 3.5311], [-0.5346, 0.1560, 2.4873], [2.3816, -0.6133, 1.2197], [3.8790, -0.1248, 0.9432], [2.1816, -2.0526, 0.9064], [1.4760, 0.3845, 0.5165], [2.9366, -0.9082, 4.9340], [4.1418, -0.9658, 3.6322], [2.8614, -2.1894, 3.7086], [2.8374, 1.5498, 2.6027], [0.5923, 0.8917, 5.0325], [-0.7129, -2.3008, 3.7907], [4.4361, -0.8544, 0.6345], [-0.5269, -0.5729, -2.5765], [-0.5312, 0.5225, -1.6102], [-0.3714, 1.7435, -2.0133], [-0.4043, 2.7618, -1.0614], [-0.3175, 4.1606, -1.1349], [-0.3808, 4.6218, 0.1709], [-0.5043, 3.4881, 0.9962], [-0.5352, 2.3852, 0.2568], [0.7649, -0.6836, -3.3582], [1.9823, -0.7695, -2.6891], [3.1543, -0.9589, -3.4024], [3.1224, -1.0623, -4.7865], [1.9163, -0.9414, -5.4582], [0.7417, -0.7444, -4.7454], [-1.3591, -0.4350, -3.2730], [-0.6955, -1.5010, -2.0299], [-0.2127, 1.9731, -3.0648], [-0.2220, 4.7417, -2.0371], [-0.3480, 5.6418, 0.5127], [-0.5792, 3.4535, 2.0720], [2.0094, -0.6840, -1.6113], [4.0968, -1.0338, -2.8758], [4.0345, -1.2451, -5.3383], [1.8883, -1.0016, -6.5378], [-0.1972, -0.6462, -5.2778], [-5.3251, -1.8490, 2.2147], [-4.6089, -0.6240, 1.2495], [-5.3868, 0.2891, 0.5524], [-4.7425, 1.2518, -0.2086], [-3.3607, 1.2612, -0.2580], [-2.6234, 0.3787, 0.4156], [-3.2290, -0.5391, 1.1633], [-6.4656, 0.2490, 0.6082], [-5.3066, 1.9906, -0.7583], [-2.8312, 1.9963, -0.8491], [-2.5965, -1.2189, 1.7162], [-1.0483, -3.0363, 0.3315], [-0.3630, -1.7859, 0.4014], [-0.8612, -3.6226, 1.2327], [-0.7079, -3.6049, -0.5349], [-2.1158, -2.8486, 0.2355], [0.6050, -1.9884, 0.5263]], "forces_ev_per_a": [[-0.82, 0.24, -0.25], [-0.09, -0.07, 0.03], [-0.32, -0.07, -0.43], [0.15, -0.06, 0.19], [-0.18, -0.03, 0.44], [0.16, 0.11, -0.12], [-0.01, 0.15, 0.04], [-0.08, 0.45, -1.12], [0.36, 0.08, -0.14], [-0.21, -0.13, 0.00], [-0.07, -0.05, 0.13], [-0.99, 0.34, -0.34], [0.05, 0.00, 0.01], [-0.01, 0.08, -0.01], [0.07, -0.03, 0.03], [-0.01, 0.08, 0.03], [-0.11, -0.06, 0.00], [0.11, -0.08, 0.02], [0.00, 0.11, 0.05], [0.19, -0.22, -0.09], [0.24, 0.06, 1.32], [-0.01, -0.12, 0.05], [0.10, 0.63, -0.07], [0.02, -0.26, -0.07], [-0.05, -0.27, 0.24], [0.00, 0.29, 0.44], [0.22, -1.85, -0.21], [-0.06, 0.02, 0.06], [0.03, -0.03, -0.09], [-0.01, 0.00, 0.06], [-0.02, -0.03, -0.04], [0.07, 0.01, -0.02], [-0.03, -0.02, 0.03], [-0.03, -0.04, 0.09], [-0.08, 0.09, -0.01], [-0.10, -0.12, -0.04], [0.02, 0.02, -0.02], [-0.02, 0.02, 0.01], [0.00, -0.04, 0.01], [-0.02, -0.03, -0.01], [0.02, -0.01, -0.01], [0.01, 0.06, -0.01], [-0.01, 0.00, -0.01], [-0.03, -0.04, 0.02], [0.00, -0.08, 0.07], [0.06, 0.23, -0.18], [0.09, 0.02, 0.00], [0.00, -0.17, 0.11], [0.04, 0.26, -0.25], [1.36, 0.00, 0.06], [-0.02, -0.23, 0.23], [-0.01, -0.03, 0.03], [0.02, 0.01, -0.02], [0.04, -0.02, 0.07], [-0.01, 0.05, 0.00], [-0.26, 0.05, -0.11], [0.16, 0.75, -0.11], [0.01, 0.05, 0.02], [-0.01, 0.02, -0.01], [0.02, -0.03, -0.04], [0.05, -0.04, -0.02]], "mulliken_charge": [0.4431, -1.7825, 1.3853, -0.6384, 0.2834, -0.5167, -0.5572, -0.4786, 0.0625, -0.5881, -0.9344, -0.2913, 0.3833, 0.4081, 0.4145, 0.4329, 0.3842, 0.3614, 0.4095, -1.1941, 0.7809, -0.0530, -0.1471, -0.8383, -0.9496, -0.4678, 0.8379, 0.2398, 0.3070, -0.6707, -0.4952, -0.6345, -0.5039, 0.4544, 0.1376, 0.5177, 0.5214, 0.4681, 0.5474, 0.5109, 0.3923, 0.3948, 0.3932, 0.3882, -0.1953, -0.2949, -0.1235, -0.9899, -0.0009, 0.6907, -0.6376, 0.4767, 0.4445, 0.3781, 0.6722, -1.0223, 0.3617, 0.2501, 0.2789, 0.4240, 0.1689]}